[1]
114
Properties=species:S:1:pos:R:3:forces:R:3 method="wB97M-V/def2-TZVPD" de_lowest_ev=2.666 orbital_gap_ev="6.71 / 6.49" multiplicity=2 charge=+3
W -0.171 -0.065 -0.002 0.7666 -0.0427 -0.1921
C 2.462 1.470 -2.405 -0.0404 -0.0523 -0.1107
C 2.689 1.245 -0.948 0.0541 -0.1263 0.0170
C 3.797 1.697 -0.233 -0.0576 -0.0969 0.0173
C 3.685 1.126 1.017 -0.1080 -0.1555 -0.0802
N 2.562 0.398 1.063 0.0596 -0.0307 -0.0093
N 1.935 0.462 -0.151 0.0629 0.5463 0.3504
B 2.325 -0.812 2.042 0.0853 -0.2243 -0.3121
N 2.252 -2.039 1.083 -0.2802 0.2563 -0.0335
C 2.936 -3.177 1.121 0.0164 0.0077 -0.1104
C 2.515 -3.971 0.080 -0.0126 0.0677 0.0669
C 1.530 -3.242 -0.574 0.0366 0.1087 0.0816
C 0.991 -3.730 -1.881 -0.2861 0.0768 -0.0989
N 1.325 -2.051 0.070 0.0973 -0.3214 0.0868
N 0.986 -0.772 2.739 -0.2785 -0.0886 -0.1735
C 0.637 -1.205 3.981 0.5951 4.1552 -0.1313
C -0.592 -0.536 4.228 -0.3605 -0.5685 0.1711
C -1.048 -0.008 3.045 0.1836 -0.6523 0.0853
C -2.374 0.639 2.864 0.0126 0.1100 -0.0178
N -0.108 -0.263 2.085 0.0308 -0.3554 0.2165
N 3.459 -0.868 3.017 0.0284 -0.1168 0.0750
C 4.763 -1.213 2.822 0.1029 0.0870 0.1409
C 5.485 -0.780 3.899 -0.1219 -0.0629 -0.1744
C 4.540 -0.138 4.734 -0.0746 0.0614 0.0128
C 4.768 0.512 6.055 0.0062 0.0125 0.0386
N 3.335 -0.176 4.193 0.0438 0.0504 -0.0330
H 3.414 1.353 -2.923 0.0074 0.0357 0.0117
H 2.102 2.477 -2.617 -0.0213 0.0111 0.0135
H 1.771 0.743 -2.825 0.0457 0.0100 0.0350
H 4.607 2.297 -0.605 0.0430 0.0486 -0.0335
H 4.354 1.157 1.860 0.0405 0.0087 0.0474
H 3.680 -3.351 1.878 0.0393 -0.0202 0.0580
H 2.891 -4.935 -0.205 0.0172 -0.0827 -0.0218
H 1.206 -4.792 -1.968 0.0796 0.0131 0.0183
H 1.497 -3.235 -2.715 0.0088 0.0393 -0.0398
H -0.089 -3.650 -1.987 0.1467 0.0553 -0.0195
H 1.469 -1.136 4.678 -0.1524 -1.0043 0.1310
H -1.145 -0.560 5.150 0.0051 0.1004 0.0978
H -2.740 0.930 3.848 -0.0221 0.0083 0.0008
H -3.100 -0.054 2.443 -0.0095 0.0084 0.0344
H -2.329 1.515 2.218 0.0110 -0.0976 0.0575
H 5.097 -1.701 1.923 0.0280 -0.0584 -0.0531
H 6.537 -0.907 4.073 0.0898 -0.0150 0.0117
H 5.105 -0.217 6.792 0.0027 -0.0173 0.0081
H 3.848 0.967 6.415 -0.0161 0.0027 0.0128
H 5.536 1.281 5.989 0.0198 0.0051 -0.0217
S -2.455 0.703 -0.352 -0.0728 -0.1234 -0.0737
C -3.777 -0.374 0.093 -0.2125 0.1161 0.0187
C -5.077 0.132 0.010 0.0835 -0.1495 0.0627
C -6.148 -0.700 0.287 0.0096 -0.0194 -0.0116
C -5.946 -2.034 0.637 0.0248 0.0348 -0.0111
C -4.660 -2.538 0.712 0.0245 0.0754 0.0481
C -3.577 -1.693 0.457 -0.1558 -0.1306 -0.0732
As -1.775 -2.296 0.514 -0.2566 0.1165 0.2160
C -1.506 -2.921 2.322 0.3625 -0.1270 -0.0141
C -0.211 -3.297 2.650 0.1029 0.8770 -0.2156
C 0.207 -3.211 3.983 -0.6116 -3.8440 0.0392
C -0.791 -3.475 4.950 -0.1047 0.6252 0.1424
C -2.115 -3.290 4.624 -0.0143 0.0895 0.0436
C -2.458 -2.860 3.337 -0.1047 -0.0286 -0.0294
C -1.894 -3.911 -0.531 0.0761 -0.0969 0.0082
C -2.697 -3.909 -1.672 -0.0195 -0.0993 0.0975
C -2.852 -5.082 -2.400 0.0398 0.0715 0.0293
C -2.212 -6.243 -1.991 -0.0161 -0.0335 -0.0280
C -1.424 -6.246 -0.849 0.0475 0.0902 0.0631
C -1.256 -5.079 -0.114 -0.1597 -0.0078 -0.0637
H -5.246 1.162 -0.273 0.0076 0.0591 -0.0180
H -7.155 -0.311 0.220 -0.0201 0.0102 0.0152
H -6.790 -2.676 0.843 -0.0269 -0.0108 -0.0048
H -4.504 -3.581 0.967 0.0445 0.0442 -0.0168
H 0.532 -3.443 1.882 0.0220 0.0394 -0.0501
H 1.168 -3.661 4.216 0.2967 0.6505 0.0034
H -0.496 -3.721 5.960 -0.0461 -0.0729 0.0572
H -2.892 -3.435 5.361 -0.0194 0.0331 0.0487
H -3.478 -2.559 3.132 0.0040 -0.0232 -0.0325
H -3.239 -3.017 -1.968 0.0302 0.0132 0.0200
H -3.488 -5.094 -3.273 -0.0395 0.0020 -0.0366
H -2.347 -7.158 -2.552 -0.0051 -0.0272 -0.0273
H -0.947 -7.159 -0.521 0.0022 -0.0154 0.0076
H -0.649 -5.103 0.780 -0.0234 0.0377 0.0177
C -0.392 -0.479 -5.636 0.0216 0.0831 -0.0262
N -0.473 -1.143 -4.335 -0.2185 0.1827 0.2027
C -1.048 -2.486 -4.434 0.1992 -0.1687 0.1687
C -0.536 -0.428 -3.189 0.1563 -0.2381 0.2324
N -0.194 -0.892 -1.999 -0.3317 0.1016 -0.5881
N -0.941 0.879 -3.353 0.1244 -0.2053 0.2322
C -0.752 1.883 -2.449 0.1636 0.3847 0.0346
N -1.074 3.116 -2.878 0.0369 -0.2107 0.2550
N -0.215 1.645 -1.289 -0.1668 0.0964 -0.4530
H 0.096 -1.161 -6.328 -0.0107 -0.0039 0.0018
H 0.218 0.421 -5.579 0.0033 -0.0108 -0.0217
H -1.385 -0.252 -6.039 0.0086 0.0399 -0.0149
H -1.980 -2.425 -4.998 -0.0063 -0.0415 -0.0263
H -1.264 -2.888 -3.451 -0.0006 0.0184 -0.0137
H -0.359 -3.150 -4.952 -0.0072 -0.0291 -0.0043
H 0.235 -1.805 -2.085 -0.0443 0.1249 -0.1301
H -1.362 1.115 -4.238 -0.0548 -0.0435 0.0284
H -1.526 3.274 -3.764 0.0507 -0.0376 -0.0593
H -1.148 3.866 -2.212 0.0287 0.0103 0.0239
H -0.074 2.447 -0.680 0.0099 -0.0454 -0.1192
C 0.150 4.905 0.951 0.0075 0.0053 -0.1452
As 0.391 3.341 2.023 -0.0082 -0.2079 0.3168
C -0.757 3.487 3.538 -0.0801 -0.0303 0.0050
C 2.171 3.350 2.698 0.0454 -0.0330 0.0472
O 0.026 1.978 1.105 -0.1411 0.3091 -0.4978
H 0.378 5.792 1.541 -0.0016 -0.0128 0.0283
H -0.888 4.956 0.622 0.0295 0.0077 -0.0204
H 0.833 4.869 0.101 -0.0466 0.0179 -0.0013
H -0.412 4.323 4.145 -0.0066 0.0193 0.0092
H -0.690 2.566 4.115 -0.0061 0.0206 0.0235
H -1.783 3.663 3.221 0.0084 -0.0114 0.0230
H 2.293 4.263 3.281 0.0146 0.0035 0.0104
H 2.879 3.337 1.874 -0.0002 0.0504 0.0316
H 2.316 2.480 3.341 0.0277 -0.0187 -0.0167



[2]
111
Properties=species:S:1:pos:R:3:forces:R:3 method="wB97M-V/def2-TZVPD" orbital_gap_ev="4.84 / 6.60" multiplicity=2 charge=-1
Cd 0.683 -0.023 0.038 0.1313 0.1493 0.0655
O 0.282 0.458 2.287 0.0657 0.0066 -0.0443
N -0.836 1.036 2.658 0.0163 -0.0723 -0.0001
C -1.152 0.932 3.970 -0.0460 0.0309 0.0574
C -2.293 1.471 4.497 0.0161 -0.0042 -0.0048
C -3.165 2.141 3.634 0.0094 0.0130 0.0202
C -2.837 2.246 2.307 -0.0283 -0.0103 -0.0467
C -1.643 1.711 1.770 -0.0172 -0.0520 0.0100
S -1.246 1.870 0.128 0.0172 -0.0222 0.0909
H -0.420 0.379 4.539 0.0104 -0.0026 -0.0167
H -2.494 1.358 5.553 -0.0017 0.0041 0.0052
H -4.082 2.580 4.006 -0.0112 -0.0002 -0.0008
H -3.483 2.752 1.604 -0.0088 -0.0066 -0.0017
O 2.074 -4.004 1.410 0.0774 -0.1197 0.0872
C 1.176 -3.244 1.067 -0.0366 0.1244 -0.0897
O 1.270 -2.326 0.174 -0.0742 0.0783 0.0378
C -0.205 -3.381 1.715 -0.0234 0.0407 -0.0226
P -1.460 -2.319 0.877 -0.2306 -0.1413 -0.0689
C -2.858 -2.675 2.037 0.0644 0.0105 -0.0025
C -3.239 -1.650 2.898 0.0109 0.0533 -0.0193
C -4.189 -1.857 3.890 -0.0409 -0.0190 -0.0073
C -4.796 -3.097 4.019 0.0128 0.0022 -0.0130
C -4.432 -4.128 3.161 0.0035 0.0010 0.0189
C -3.467 -3.920 2.187 0.0123 -0.0198 -0.0035
C -1.924 -3.360 -0.575 0.0334 0.0162 0.0740
C -0.941 -3.960 -1.365 0.0410 -0.0014 0.0098
C -1.282 -4.666 -2.511 -0.0211 0.0150 -0.0056
C -2.609 -4.781 -2.898 0.0094 0.0003 0.0240
C -3.594 -4.179 -2.128 0.0033 -0.0165 -0.0175
C -3.253 -3.475 -0.982 -0.0455 0.0485 0.0389
H -0.126 -3.031 2.748 -0.0127 -0.0089 -0.0027
H -0.497 -4.433 1.744 0.0242 0.0043 0.0269
H -2.784 -0.674 2.783 -0.0180 -0.0033 -0.0176
H -4.458 -1.044 4.556 0.0148 0.0072 0.0161
H -5.543 -3.264 4.785 -0.0059 -0.0042 0.0080
H -4.893 -5.103 3.261 -0.0125 -0.0054 -0.0071
H -3.186 -4.736 1.531 0.0091 -0.0001 -0.0064
H 0.102 -3.854 -1.104 0.0069 0.0155 -0.0012
H -0.499 -5.114 -3.109 0.0044 -0.0151 0.0001
H -2.873 -5.328 -3.795 -0.0002 -0.0011 -0.0096
H -4.634 -4.251 -2.420 -0.0063 0.0056 -0.0049
H -4.033 -2.996 -0.406 0.0032 0.0072 0.0085
C 4.908 -1.249 2.253 -0.0055 0.0115 -0.0040
C 3.602 -0.693 1.692 -0.0176 -0.0371 0.0442
Ge 3.421 -0.817 -0.281 0.2020 0.0999 0.2242
C 4.251 -2.494 -0.936 -0.0442 -0.0735 -0.1379
C 5.778 -2.505 -1.031 -0.0614 -0.0362 -0.0214
C 4.555 0.681 -0.905 -0.0471 -0.0156 -0.0743
C 4.140 1.954 -0.791 0.0459 0.0033 -0.0553
Ge 2.186 2.218 -0.376 0.1665 0.1242 -0.2834
C 2.127 3.655 1.003 -0.0464 -0.0337 0.1493
C 1.095 4.775 0.863 0.0316 -0.0066 -0.0253
C 1.415 2.752 -2.162 -0.0851 0.0232 -0.0012
C 1.109 4.199 -2.551 -0.0299 -0.0297 0.0001
C 5.072 3.091 -1.049 -0.0483 -0.0841 0.0263
C 6.461 2.938 -0.970 -0.0002 -0.0046 0.0369
C 7.322 3.993 -1.224 -0.0071 0.0187 -0.0108
C 6.820 5.247 -1.551 0.0074 -0.0109 0.0065
C 5.447 5.428 -1.606 -0.0124 -0.0053 -0.0040
C 4.591 4.366 -1.349 -0.0266 -0.0039 -0.0163
H 4.965 -1.116 3.338 0.0108 -0.0020 0.0001
H 5.778 -0.750 1.816 0.0129 0.0051 -0.0073
H 4.995 -2.318 2.052 -0.0015 -0.0181 -0.0159
H 3.500 0.370 1.930 0.0038 0.0056 0.0083
H 2.755 -1.204 2.153 -0.0070 -0.0055 -0.0259
H 3.826 -2.708 -1.922 -0.0436 -0.0171 0.0149
H 3.877 -3.274 -0.271 0.0332 -0.0102 0.0207
H 6.155 -1.710 -1.679 0.0028 0.0248 -0.0302
H 6.143 -3.453 -1.440 0.0158 -0.0073 0.0115
H 6.247 -2.370 -0.057 0.0114 0.0236 0.0599
H 5.554 0.483 -1.303 0.0649 0.0277 0.0471
H 3.131 4.083 1.060 0.0437 -0.0216 0.0237
H 1.969 3.117 1.942 -0.0349 0.0140 -0.0022
H 1.404 5.502 0.110 -0.0131 0.0015 -0.0394
H 0.972 5.319 1.805 0.0092 0.0136 0.0015
H 0.116 4.392 0.572 -0.0113 -0.0285 0.0291
H 0.484 2.184 -2.238 0.0282 -0.0281 -0.0188
H 2.100 2.309 -2.892 0.0198 -0.0063 -0.0471
H 0.392 4.649 -1.866 -0.0142 0.0165 0.0272
H 0.667 4.243 -3.552 0.0069 0.0017 -0.0007
H 1.996 4.833 -2.572 -0.0055 0.0202 0.0077
H 6.871 1.978 -0.684 0.0067 -0.0159 0.0074
H 8.392 3.840 -1.153 0.0093 0.0004 0.0057
H 7.492 6.075 -1.741 0.0055 0.0047 -0.0073
H 5.035 6.401 -1.846 -0.0046 0.0102 0.0033
H 3.522 4.525 -1.380 -0.0169 -0.0022 0.0113
N 2.750 -0.442 -3.551 -0.0601 0.0661 -0.0837
C 1.961 -1.018 -4.461 -0.0319 -0.0624 0.0440
N 2.500 -1.318 -5.673 0.0317 0.0435 -0.0519
N 0.688 -1.300 -4.287 0.0301 0.0428 0.0141
C 0.173 -0.923 -3.132 -0.0084 -0.0461 -0.0797
N -0.297 -0.591 -2.128 -0.0042 -0.0615 -0.0305
H 3.717 -0.236 -3.727 0.0043 0.0222 0.0174
H 2.404 -0.247 -2.615 0.0367 -0.0112 0.0561
H 3.496 -1.395 -5.763 -0.0048 -0.0445 0.0149
H 1.934 -1.906 -6.260 -0.0008 0.0000 0.0069
C -6.844 0.679 -1.886 0.0098 0.0057 -0.0227
N -6.710 0.665 -0.456 0.0432 0.0870 -0.0238
C -7.867 0.761 0.409 -0.0162 0.0315 0.0374
C -7.251 0.661 1.813 -0.0303 -0.0387 -0.0228
N -5.955 0.082 1.520 0.0218 -0.0168 0.0231
C -5.607 0.219 0.207 0.0219 -0.0399 0.0626
S -4.107 -0.087 -0.410 -0.1461 0.0409 -0.0820
H -7.192 1.656 -2.232 -0.0121 -0.0052 0.0079
H -7.554 -0.085 -2.219 0.0072 -0.0096 -0.0072
H -5.866 0.474 -2.319 -0.0084 0.0068 0.0081
H -8.573 -0.056 0.213 0.0277 -0.0267 0.0070
H -8.393 1.706 0.255 -0.0264 -0.0288 -0.0006
H -7.834 0.014 2.469 -0.0101 0.0397 0.0177
H -7.163 1.645 2.284 0.0182 0.0213 -0.0355
H -5.211 0.043 2.196 -0.0023 -0.0704 0.0002



| no. | calculated total energy (a.u.) |
| --- | --- |
| 1 | -7342.76962 |
| 2 | -7663.08896 |